Record 1
A single C5H13NS molecule in a non-equilibrium geometry, computed with the ωB97M-V functional and the def2-TZVPD basis.

Summary:
Calculated total energy = -651.22165 a.u.
SMILES = CSCC[C@@H](C)N
Relative energy (zero: lowest compared OMol25 entry of this formula, charge and spin) = 0.607 eV
M = 119.233 g mol⁻¹
LUMO energy = 0.949 eV

Geometry as ORCA input:
```
! wB97M-V def2-TZVPD RIJCOSX def2/J DEFGRID3
* xyz 0 1
C -1.724 1.288 1.015
S -1.428 -0.403 1.642
C 0.042 -1.158 0.844
C 1.172 -0.305 0.233
C 0.869 0.350 -1.137
C 2.177 0.941 -1.681
N 0.248 -0.576 -2.035
H -1.277 1.990 1.692
H -1.332 1.344 0.008
H -2.800 1.418 0.919
H -0.255 -1.880 0.115
H 0.507 -1.716 1.635
H 1.493 0.410 0.969
H 1.936 -1.012 -0.085
H 0.183 1.173 -1.028
H 2.648 1.705 -1.059
H 2.892 0.133 -1.839
H 1.968 1.303 -2.700
H 0.849 -1.161 -2.577
H -0.581 -0.232 -2.511
*
```

=====

Record 2
A single C5H13NS molecule in a non-equilibrium geometry, computed with the ωB97M-V functional and the def2-TZVPD basis.

Summary:
Calculated total energy = -651.14338 a.u.
SMILES = CCCNCCS
Relative energy (zero: lowest compared OMol25 entry of this formula, charge and spin) = 2.737 eV
M = 119.233 g mol⁻¹
LUMO energy = 0.936 eV

Geometry as ORCA input:
```
! wB97M-V def2-TZVPD RIJCOSX def2/J DEFGRID3
* xyz 0 1
C 2.059 0.511 -2.122
C 0.449 0.280 -2.355
C -0.317 0.284 -1.058
N 0.067 -0.268 0.316
C -0.945 -0.098 1.267
C -0.747 -0.930 2.479
S -1.770 -0.651 3.981
H 2.451 -0.366 -1.566
H 2.193 1.575 -1.490
H 2.734 0.574 -2.974
H 0.153 -0.674 -2.773
H 0.032 0.971 -3.251
H -0.294 1.416 -0.769
H -1.460 -0.108 -1.278
H 0.694 -1.101 0.164
H -0.968 0.970 1.480
H -1.966 -0.349 1.033
H 0.308 -0.855 2.871
H -0.972 -1.924 2.189
H -1.700 0.744 3.857
*
```

=====

Record 3
A molecular structure, C5H13NSi in a non-equilibrium geometry, computed with the ωB97M-V functional and the def2-TZVPD basis.

Summary:
Calculated total energy = -542.46217 a.u.
Relative energy (zero: lowest compared OMol25 entry of this formula, charge and spin) = 2.913 eV
M = 115.252 g mol⁻¹
LUMO energy (spin up / spin down) = 0.428 / 0.428 eV

Geometry as ORCA input:
```
! wB97M-V def2-TZVPD RIJCOSX def2/J DEFGRID3
* xyz 0 1
C -1.248 -0.076 1.182
C 0.021 0.389 1.072
C -2.175 -0.475 0.072
C 0.768 0.628 2.335
C 1.458 -1.568 -1.517
N 0.285 1.049 -2.149
Si 0.936 0.677 -0.552
H -1.717 -0.122 2.145
H -2.665 0.593 -0.302
H -1.616 -0.733 -0.860
H -3.063 -0.995 0.352
H 1.161 -0.264 2.676
H 1.521 1.397 2.216
H 0.074 1.037 3.069
H 1.885 -1.314 -2.559
H 2.228 -2.013 -0.933
H 0.450 -1.954 -1.518
H -0.117 1.903 -1.994
H -0.234 0.295 -2.442
H 2.050 1.547 -0.295
*
```

=====

Record 4
2 unconnected molecules or ions with the total composition C5H13O2 in a non-equilibrium geometry, computed with the ωB97M-V functional and the def2-TZVPD basis.

Summary:
Calculated total energy = -348.76631 a.u.
Relative energy (zero: lowest compared OMol25 entry of this formula, charge and spin) = 0.913 eV
M = 105.157 g mol⁻¹
LUMO energy = 4.040 eV

Geometry as ORCA input:
```
! wB97M-V def2-TZVPD RIJCOSX def2/J DEFGRID3
* xyz -1 1
C 0.015 1.027 -1.900
O 1.078 0.140 -1.892
C -1.098 0.747 -0.877
C -0.675 0.371 0.540
C -0.158 -1.036 0.724
C -0.426 -1.762 2.036
H -0.346 1.178 -2.946
H 0.397 2.036 -1.627
H -1.809 1.611 -0.737
H -1.773 0.022 -1.365
H 0.135 1.119 0.562
H -1.467 0.732 1.239
H -0.509 -1.736 -0.039
H 0.893 -1.006 0.436
H 0.171 -2.654 2.214
H -0.305 -1.096 2.895
H -1.447 -2.183 2.039
H 2.702 1.503 -0.023
H 1.882 0.448 -1.202
O 2.742 0.537 -0.078
*
```

=====

Record 5
2 unconnected molecules or ions with the total composition C5H13O2, computed with the ωB97M-V functional and the def2-TZVPD basis.

Summary:
Calculated total energy = -348.63780 a.u.
Relative energy (zero: lowest compared OMol25 entry of this formula, charge and spin) = 0.101 eV
M = 105.157 g mol⁻¹
LUMO energy (spin up / spin down) = 6.682 / 6.635 eV

Geometry as ORCA input:
```
! wB97M-V def2-TZVPD RIJCOSX def2/J DEFGRID3
* xyz -2 2
C -1.517 0.977 -0.606
O -0.881 2.036 0.064
C -0.757 -0.383 -0.696
C 0.389 -0.579 0.299
C 1.173 -1.845 -0.037
C -0.047 -0.570 1.764
H -2.466 0.822 -0.077
H -1.741 1.297 -1.634
H -0.325 -0.401 -1.698
H -1.475 -1.183 -0.488
H 1.062 0.272 0.190
H 1.971 -2.012 0.694
H 0.553 -2.747 0.023
H 1.593 -1.767 -1.041
H -0.775 -1.352 2.005
H -0.436 0.408 2.028
H 0.836 -0.769 2.376
H 1.532 3.232 -1.505
H 0.014 2.246 -0.364
O 1.295 2.319 -1.294
*
```

=====

Record 6
A single C5H13O2PSi molecule in a non-equilibrium geometry, computed with the ωB97M-V functional and the def2-TZVPD basis.

Summary:
Calculated total energy = -979.52681 a.u.
Relative energy (zero: lowest compared OMol25 entry of this formula, charge and spin) = 3.372 eV
M = 164.217 g mol⁻¹
LUMO energy = -0.985 eV

Geometry as ORCA input:
```
! wB97M-V def2-TZVPD RIJCOSX def2/J DEFGRID3
* xyz 0 1
C 1.206 -0.275 0.568
C 2.196 1.902 -0.045
C -3.424 -0.221 0.136
C 2.220 0.421 -0.346
C -2.073 0.367 0.728
O 1.476 -1.601 0.699
O -0.504 -2.600 -0.640
Si -0.518 0.089 -0.314
P 0.795 -3.045 -0.055
H 1.167 0.184 1.513
H 2.510 2.439 -0.870
H 2.580 2.209 0.878
H 1.039 2.084 -0.053
H -3.792 0.426 -0.818
H -3.120 -1.296 0.043
H -4.180 -0.003 0.826
H 3.278 -0.002 -0.185
H 2.035 0.339 -1.411
H -1.934 -0.200 1.613
H -2.103 1.458 0.935
H -0.544 0.385 -1.801
H 1.691 -3.061 -1.401
*
```

=====

Record 7
2 unconnected molecules or ions with the total composition C5H13O2S in a non-equilibrium geometry, computed with the ωB97M-V functional and the def2-TZVPD basis.

Summary:
Calculated total energy = -746.94590 a.u.
Relative energy (zero: lowest compared OMol25 entry of this formula, charge and spin) = 0.869 eV
M = 137.224 g mol⁻¹
LUMO energy = 3.218 eV

Geometry as ORCA input:
```
! wB97M-V def2-TZVPD RIJCOSX def2/J DEFGRID3
* xyz -1 1
C 0.976 -0.325 -1.679
O 1.576 -1.072 -0.749
C -0.565 0.207 -1.198
C -0.550 1.727 -0.806
C 0.054 1.919 0.619
S -0.897 1.377 2.057
C -0.673 -0.453 2.084
H 0.659 -0.971 -2.552
H 1.575 0.585 -1.813
H -0.894 -0.461 -0.445
H -1.178 -0.109 -2.066
H 0.059 2.113 -1.622
H -1.598 2.022 -0.784
H 0.154 2.977 0.799
H 1.037 1.453 0.684
H -1.650 -0.900 2.298
H 0.060 -0.680 2.885
H -0.400 -1.025 1.214
H 0.862 -3.113 1.145
H 0.872 -2.190 -0.315
O 0.522 -3.082 0.245
*
```

=====

Record 8
A molecular structure, C5H13O2Tb in a non-equilibrium geometry, computed with the ωB97M-V functional and the def2-TZVPD basis.

Summary:
Calculated total energy = -1172.34120 a.u.
Relative energy (zero: lowest compared OMol25 entry of this formula, charge and spin) = 4.058 eV
M = 264.082 g mol⁻¹
LUMO energy (spin up / spin down) = -9.398 / -8.922 eV

Geometry as ORCA input:
```
! wB97M-V def2-TZVPD RIJCOSX def2/J DEFGRID3
* xyz 2 7
H 0.282 0.329 3.643
C 1.236 0.286 3.093
C 1.313 1.356 2.002
H 1.666 -0.668 2.749
H 1.960 0.580 3.875
H 2.399 1.556 2.104
H 1.453 2.180 1.291
O 0.142 0.635 0.158
C 0.701 -0.386 -0.630
C -0.384 -1.169 -1.347
O -1.288 -0.212 -1.922
C -2.224 -0.757 -2.846
H 1.277 -1.095 -0.015
H 1.374 0.076 -1.376
H -0.947 -1.820 -0.660
H 0.045 -1.787 -2.148
H -2.860 0.065 -3.191
H -1.684 -1.187 -3.700
H -2.831 -1.529 -2.354
H -0.028 1.992 1.872
Tb -1.601 1.555 -0.598
*
```

=====

Record 9
3 unconnected molecules or ions with the total composition C5H13O3 in a non-equilibrium geometry, computed with the ωB97M-V functional and the def2-TZVPD basis.

Summary:
Calculated total energy = -424.00549 a.u.
Relative energy (zero: lowest compared OMol25 entry of this formula, charge and spin) = 0.766 eV
M = 121.156 g mol⁻¹
LUMO energy = 3.886 eV

Geometry as ORCA input:
```
! wB97M-V def2-TZVPD RIJCOSX def2/J DEFGRID3
* xyz -1 1
C -0.105 -0.737 -1.161
O -1.293 0.029 -1.162
C -0.380 -2.050 -0.447
C -0.324 -1.953 1.091
C -0.914 -0.689 1.721
C -0.451 0.535 1.937
H 0.685 -0.155 -0.669
H 0.235 -0.861 -2.185
H -1.332 -2.461 -0.788
H 0.363 -2.779 -0.806
H 0.751 -1.927 1.324
H -0.875 -2.731 1.603
H -1.804 -0.944 2.306
H 0.564 0.843 1.703
H -0.974 1.133 2.671
H 1.925 2.751 -0.901
H 3.097 2.847 -1.803
O 2.882 2.901 -0.868
H -0.856 2.920 -0.955
H -0.952 1.048 -1.244
O -0.241 2.279 -1.366
*
```

=====

Record 10
A single C5H13O3PS molecule in a non-equilibrium geometry, computed with the ωB97M-V functional and the def2-TZVPD basis.

Summary:
Calculated total energy = -1163.47347 a.u.
SMILES = CC=[S@](C)(=O)OP(C)(C)=O
Relative energy (zero: lowest compared OMol25 entry of this formula, charge and spin) = 2.407 eV
M = 184.197 g mol⁻¹
LUMO energy = 0.608 eV

Geometry as ORCA input:
```
! wB97M-V def2-TZVPD RIJCOSX def2/J DEFGRID3
* xyz 0 1
C 2.937 1.445 0.230
C 1.531 1.007 0.414
S 1.319 -0.575 -0.142
C 0.891 -1.799 1.159
O 2.098 -0.949 -1.279
O -0.237 -0.603 -0.826
P -1.542 -0.151 0.054
C -2.794 -1.152 -0.703
C -1.710 1.491 -0.843
O -1.391 -0.243 1.514
H 3.013 1.343 -0.865
H 2.834 2.595 0.411
H 3.710 1.162 0.943
H 1.344 1.076 1.483
H 0.024 -2.552 0.850
H 1.910 -2.350 1.250
H 0.429 -1.137 1.879
H -2.506 -1.425 -1.663
H -2.974 -2.131 -0.163
H -3.761 -0.628 -0.600
H -0.688 1.958 -0.641
H -1.867 1.508 -1.904
H -2.569 2.111 -0.558
*
```

=====

Record 11
2 unconnected molecules or ions with the total composition C5H13O3PS in a non-equilibrium geometry, computed with the ωB97M-V functional and the def2-TZVPD basis.

Summary:
Calculated total energy = -1163.45272 a.u.
Relative energy (zero: lowest compared OMol25 entry of this formula, charge and spin) = 2.972 eV
M = 184.197 g mol⁻¹
LUMO energy (spin up / spin down) = -2.435 / -1.451 eV

Geometry as ORCA input:
```
! wB97M-V def2-TZVPD RIJCOSX def2/J DEFGRID3
* xyz 0 1
C -0.535 -0.427 2.452
C 1.611 1.722 -1.043
C -2.959 -0.759 -1.191
C -0.193 0.551 1.332
C 0.453 0.851 -1.525
O 1.861 -1.953 -1.396
O 1.073 -2.765 0.791
O 2.362 -0.684 0.646
P -0.228 -0.334 -0.282
S 1.563 -1.688 -0.018
H -1.593 -0.682 2.440
H 0.046 -1.341 2.338
H -0.300 0.010 3.421
H 2.386 1.111 -0.587
H 2.041 2.246 -1.894
H 1.274 2.465 -0.324
H -3.345 -1.192 -0.291
H -2.689 -1.412 -1.995
H -3.199 0.260 -1.415
H 0.829 0.915 1.459
H -0.875 1.405 1.321
H 0.784 0.222 -2.357
H -0.368 1.479 -1.882
*
```

=====

Record 12
2 unconnected molecules or ions with the total composition C5H13PS in a non-equilibrium geometry, computed with the ωB97M-V functional and the def2-TZVPD basis.

Summary:
Calculated total energy = -937.76051 a.u.
SMILES = CCP(C)S.C=C
Relative energy (zero: lowest compared OMol25 entry of this formula, charge and spin) = 3.162 eV
M = 136.200 g mol⁻¹
LUMO energy = 0.884 eV

Geometry as ORCA input:
```
! wB97M-V def2-TZVPD RIJCOSX def2/J DEFGRID3
* xyz 0 1
C -0.904 -0.365 1.334
C -0.520 -1.387 0.236
P 1.018 -0.676 -0.403
C 2.372 -0.916 0.799
S 1.364 -2.229 -1.840
H -1.596 -0.639 2.237
H -0.103 0.070 1.899
H -1.380 0.576 0.953
H -1.449 -1.348 -0.361
H -0.457 -2.307 0.759
H 1.909 -1.364 1.704
H 3.063 -1.632 0.381
H 2.881 0.090 0.892
H 1.171 -3.419 -1.225
C -1.554 3.078 -0.887
C -0.904 2.142 -1.527
H -1.100 3.543 -0.139
H -2.458 3.393 -1.159
H 0.007 1.793 -1.244
H -1.360 1.598 -2.407
*
```

=====

calculated total energy of number 8 (C5H13O2Tb)?
-1172.34120 a.u.

=====

Which value of M does entry 12 give?
136.200 g mol⁻¹

=====

Which of these has the lowest calculated total energy?
C5H13O2Tb